Record 1
C18H41BClFNO8S4 | ωB97M-V/def2-TZVPD

Last column: Löwdin charge in e.
CARTESIAN COORDINATES (ANGSTROEM)
C -1.80 2.15 2.73  -0.11
C -2.91 1.94 1.72  -0.26
C -2.30 1.65 0.31  -0.57
Cl -1.96 3.33 -0.43  0.58
N -3.12 0.93 -0.57  -0.07
C -4.46 1.36 -0.73  -0.39
C -5.56 0.53 -0.07  0.00
F -4.79 1.63 -2.05  0.01
C -2.72 -0.43 -0.97  -0.21
C -1.27 -0.39 -1.60  -0.05
C -0.17 -0.86 -0.68  -0.25
O 0.45 -1.89 -0.91  0.03
B -2.64 -1.52 0.19  -0.46
C -2.47 -3.07 -0.08  0.00
O -2.72 -1.15 1.55  0.11
C -3.62 -1.06 -2.09  -0.66
O -3.42 -0.74 -3.28  -0.04
O -4.55 -1.81 -1.69  -0.03
H -1.26 1.23 2.94  0.07
H -2.15 2.61 3.66  0.07
H -1.07 2.84 2.32  0.03
H -3.46 2.87 1.64  0.08
H -3.62 1.17 2.00  0.10
H -1.31 1.24 0.47  0.08
H -4.54 2.34 -0.25  0.12
H -5.17 -0.07 0.75  0.08
H -6.29 1.21 0.36  0.07
H -6.09 -0.06 -0.81  0.08
H -1.08 0.65 -1.89  0.12
H -1.21 -1.03 -2.47  0.12
H 0.12 -0.32 0.24  0.09
H -3.38 -3.60 0.19  0.07
H -1.60 -3.41 0.49  0.06
H -2.27 -3.24 -1.14  0.07
H -1.86 -1.18 1.98  0.09
C 3.45 2.76 1.14  -0.27
S 1.98 3.78 1.29  0.81
O 0.82 2.90 1.03  -0.57
C 2.25 4.74 -0.21  -0.27
H 3.45 2.05 1.96  0.02
H 3.42 2.22 0.19  0.06
H 4.34 3.39 1.19  0.05
H 2.31 4.07 -1.07  0.06
H 3.18 5.32 -0.11  0.05
H 1.41 5.42 -0.33  0.05
C -4.02 3.42 -6.50  -0.29
S -3.83 3.74 -4.73  0.80
O -3.05 5.01 -4.60  -0.58
C -2.71 2.38 -4.40  -0.27
H -4.67 4.19 -6.91  0.04
H -3.04 3.46 -6.98  0.05
H -4.47 2.44 -6.64  0.05
H -1.82 2.49 -5.01  0.06
H -3.21 1.43 -4.60  0.05
H -2.44 2.42 -3.34  0.02
C 2.09 -1.91 3.66  -0.27
S 2.91 -0.97 2.36  0.81
O 1.85 -0.30 1.57  -0.54
C 3.45 -2.40 1.41  -0.26
H 1.64 -1.20 4.35  0.05
H 1.31 -2.54 3.23  0.06
H 2.82 -2.52 4.19  0.05
H 2.58 -3.00 1.13  0.06
H 4.14 -2.99 2.01  0.03
H 3.96 -2.04 0.52  0.06
C 7.03 -5.09 3.46  -0.28
S 7.85 -4.15 2.16  0.80
O 6.80 -3.47 1.38  -0.55
C 8.39 -5.58 1.21  -0.27
H 6.59 -4.38 4.15  0.05
H 6.25 -5.72 3.02  0.06
H 7.76 -5.70 3.98  0.05
H 7.52 -6.17 0.92  0.06
H 9.08 -6.18 1.80  0.05
H 8.90 -5.21 0.32  0.05

Computed properties:
HOMO-LUMO gap: 6.1 eV
2S+1: 1
F_max: 2.16 eV/Å
HOMO: -4.6 eV
E: -96457.6937 eV
net charge: -1

---

Record 2
CH2BrClO3S | ωB97M-V/def2-TZVPD

Last column: natural (NBO) charge in e.
CARTESIAN COORDINATES (ANGSTROEM)
C -1.22 0.12 -0.29  -0.64
O 0.80 -1.57 0.28  -0.89
O 0.65 0.33 1.89  -0.89
O 1.18 0.75 -0.45  -0.83
S 0.45 -0.22 0.60  2.32
Cl -2.18 -1.33 -0.30  0.02
Br 2.95 0.75 -0.42  0.39
H -0.70 0.27 -1.28  0.26
H -1.93 0.91 -0.04  0.26

Computed properties:
HOMO-LUMO gap: 10.0 eV
2S+1: 1
F_max: 2.13 eV/Å
HOMO: -10.9 eV
E: -100609.2549 eV

---

Record 3
C5H8N2 | ωB97M-V/def2-TZVPD

Last column: natural (NBO) charge in e.
CARTESIAN COORDINATES (ANGSTROEM)
C -2.05 0.00 -0.64  -0.40
N -0.70 0.10 -0.09  -0.26
C -0.13 -0.87 0.77  -0.25
C 1.11 -0.20 0.90  -0.10
C 1.99 -0.40 -0.17  -0.51
C 0.70 1.21 1.06  0.07
N -0.41 1.40 0.45  -0.25
H -2.17 0.78 -1.40  0.22
H -2.78 0.13 0.15  0.22
H -2.16 -0.99 -1.10  0.21
H -0.14 -1.87 0.33  0.18
H 0.44 0.11 -0.96  0.23
H 2.06 -1.39 -0.62  0.21
H 2.87 0.23 -0.32  0.20
H 1.24 2.04 1.50  0.21

Computed properties:
HOMO-LUMO gap (alpha / beta): 8.4 / 8.4 eV
2S+1: 1
F_max: 0.41 eV/Å
HOMO (alpha / beta): -7.7 / -7.7 eV
E: -8288.7643 eV

---

Record 4
H2NaO | ωB97M-V/def2-TZVPD

Last column: natural (NBO) charge in e.
CARTESIAN COORDINATES (ANGSTROEM)
O -0.34 -0.91 0.05  -0.96
H -0.33 -1.36 0.92  0.48
H -1.23 -1.13 -0.33  0.48
Na 1.90 3.40 -0.64  1.00

Computed properties:
HOMO-LUMO gap: 8.8 eV
2S+1: 1
F_max: 1.08 eV/Å
HOMO: -14.4 eV
E: -6490.1838 eV
net charge: +1

---

Record 5
C33H38F3N4O6Si2W | ωB97M-V/def2-TZVPD

Last column: Löwdin spin population.
CARTESIAN COORDINATES (ANGSTROEM)
W -0.49 0.61 0.41  0.86
C -2.85 1.24 3.46  0.00
O -1.60 0.76 3.04  0.02
C -0.98 -0.22 3.79  0.03
C -1.50 -0.69 5.00  0.00
C -0.76 -1.53 5.81  0.03
C 0.43 -2.04 5.24  0.00
C 0.92 -1.62 4.03  0.02
C 0.19 -0.77 3.25  0.01
N 0.58 -0.50 1.95  0.17
N 1.82 -0.91 1.67  0.28
C 2.60 -0.30 0.79  -0.01
C 2.37 0.96 0.22  0.15
O 1.23 1.62 0.46  0.13
C 3.30 1.68 -0.55  -0.02
C 4.49 1.06 -0.92  0.17
C 4.87 -0.14 -0.32  0.02
C 6.17 -0.54 -0.41  0.04
C 6.57 -1.82 0.00  -0.01
C 5.68 -2.63 0.69  0.04
C 4.38 -2.16 0.95  -0.02
C 3.97 -0.91 0.51  0.04
H -3.69 0.58 3.36  0.00
H -2.96 2.18 2.88  0.00
H -2.79 1.47 4.54  0.00
H -2.53 -0.32 5.31  0.00
H -1.08 -1.90 6.82  0.00
H 1.08 -2.65 5.88  0.00
H 1.88 -1.93 3.73  0.00
H 3.01 2.60 -1.03  -0.01
H 5.23 1.45 -1.60  0.01
H 6.80 0.14 -0.92  0.00
H 7.58 -2.19 -0.24  0.00
H 6.07 -3.65 1.03  0.00
H 3.77 -2.74 1.57  0.00
C -1.96 3.92 -2.90  0.00
Si -0.48 3.12 -1.97  0.00
C 0.96 3.48 -3.27  0.00
C 0.03 4.32 -0.59  0.00
N -0.59 1.45 -1.47  -0.01
C -0.45 0.60 -2.54  0.00
C -0.68 0.87 -3.86  0.00
C -0.43 -0.10 -4.86  0.00
C 0.09 -1.32 -4.51  0.00
C 0.31 -1.64 -3.20  0.00
C -0.07 -0.74 -2.22  0.00
N -0.20 -0.97 -0.82  0.00
Si -0.37 -2.75 -0.44  0.00
C -1.02 -3.19 1.22  0.00
C -1.61 -3.39 -1.68  0.00
C 1.22 -3.66 -0.60  0.00
H -1.65 4.41 -3.84  0.00
H -2.54 4.65 -2.30  0.00
H -2.70 3.16 -3.15  0.00
H 1.19 4.51 -3.09  0.00
H 0.76 3.17 -4.32  0.00
H 1.87 2.89 -3.18  0.00
H 0.33 5.25 -1.06  0.00
H 0.96 3.95 -0.21  0.00
H -0.59 4.43 0.24  0.00
H -1.04 1.82 -4.12  0.00
H -0.56 0.18 -5.88  0.00
H 0.46 -2.05 -5.22  0.00
H 0.81 -2.59 -3.03  0.00
H -2.09 -3.03 1.44  0.00
H -0.45 -2.82 2.08  0.00
H -0.84 -4.32 1.20  0.00
H -1.20 -3.29 -2.69  0.00
H -2.49 -2.84 -1.58  0.00
H -1.79 -4.45 -1.52  0.00
H 1.41 -3.77 -1.65  0.00
H 1.27 -4.65 -0.08  0.00
H 2.07 -2.93 -0.24  0.00
C -4.01 3.13 -0.27  0.00
O -2.91 2.23 -0.29  0.00
C -1.90 2.31 0.67  0.00
O -1.92 3.25 1.42  0.01
H -4.66 2.86 0.55  0.00
H -4.47 2.92 -1.19  0.00
H -3.70 4.19 -0.39  0.00
F -4.10 -1.91 2.13  0.00
C -4.48 -1.18 1.02  0.00
F -5.19 -0.18 1.53  0.00
F -5.25 -2.01 0.38  0.00
C -3.31 -0.63 0.13  0.01
O -3.51 -0.56 -1.02  0.02
O -2.31 -0.28 0.82  0.02

Computed properties:
HOMO-LUMO gap (alpha / beta): 6.0 / 6.6 eV
2S+1: 3
F_max: 3.02 eV/Å
HOMO (alpha / beta): -3.7 / -4.8 eV
E: -78820.2789 eV
net charge: -1

---

Record 6
C19H26N4O5OsPS | ωB97M-V/def2-TZVPD

Last column: Löwdin spin population.
CARTESIAN COORDINATES (ANGSTROEM)
Os 0.12 -1.57 -0.18  2.84
N -1.08 -1.34 -2.22  0.15
C -2.15 -0.37 -1.88  0.01
C -2.73 -0.73 -0.51  0.03
O -3.89 -0.57 -0.24  0.07
N -1.78 -1.26 0.34  0.20
C -2.22 -2.17 1.38  0.03
C -1.52 -3.52 1.14  0.02
O -1.88 -4.58 1.54  0.03
O -0.40 -3.39 0.36  0.16
H -0.47 -0.99 -2.95  0.00
H -1.47 -2.23 -2.50  0.00
H -2.96 -0.37 -2.61  0.00
H -1.71 0.63 -1.84  0.00
H -3.30 -2.29 1.38  0.00
H -1.90 -1.82 2.37  0.01
C -4.32 4.35 1.61  0.00
C -3.06 3.54 1.53  0.00
C -2.59 2.84 2.64  0.00
C -1.45 2.07 2.57  0.00
C -0.76 1.99 1.37  0.00
C -1.20 2.68 0.25  0.00
C -2.35 3.45 0.34  0.00
S 0.69 1.00 1.31  0.02
O 0.45 -0.17 2.14  0.07
O 1.86 1.78 1.55  0.01
N 0.72 0.37 -0.21  0.12
C 1.50 0.84 -1.28  0.01
C 2.03 2.12 -1.39  0.01
C 2.76 2.41 -2.53  0.00
C 2.94 1.44 -3.51  0.01
C 2.37 0.20 -3.30  0.01
N 1.67 -0.11 -2.21  0.07
H -4.47 4.76 2.61  0.00
H -5.19 3.72 1.39  0.00
H -4.32 5.17 0.89  0.00
H -3.13 2.91 3.58  0.00
H -1.11 1.51 3.44  0.00
H -0.66 2.62 -0.69  0.00
H -2.70 3.99 -0.53  0.00
H 1.89 2.85 -0.61  0.00
H 3.19 3.40 -2.65  0.00
H 3.51 1.65 -4.40  0.00
H 2.49 -0.59 -4.03  0.00
C 2.65 -3.98 -0.64  0.02
P 2.34 -2.47 0.30  0.07
C 2.37 -2.94 2.04  0.00
C 3.76 -1.38 0.06  0.01
H 3.60 -4.42 -0.31  0.00
H 2.72 -3.75 -1.70  0.00
H 1.84 -4.68 -0.47  0.00
H 3.33 -3.40 2.28  0.00
H 1.57 -3.66 2.24  0.00
H 2.21 -2.06 2.66  0.00
H 4.65 -1.89 0.44  0.00
H 3.62 -0.45 0.61  0.00
H 3.89 -1.16 -1.00  0.00

Computed properties:
HOMO-LUMO gap (alpha / beta): 9.3 / 6.8 eV
2S+1: 5
F_max: 0.54 eV/Å
HOMO (alpha / beta): -11.7 / -12.0 eV
E: -58908.3557 eV
net charge: +1

---

Record 7
C18H27N5NbO7Rb | ωB97M-V/def2-TZVPD

Last column: natural (NBO) charge in e.
CARTESIAN COORDINATES (ANGSTROEM)
N 1.28 -0.39 1.45  -0.84
C 1.51 -1.15 2.35  0.88
O 1.66 -1.92 3.26  -0.45
Rb 0.79 -3.72 -0.01  0.99
Nb 0.37 0.42 -0.19  2.10
N 1.59 0.01 -1.71  -0.66
N 0.69 2.26 0.39  -0.59
C 2.97 -0.26 -2.14  0.11
C 1.53 2.94 1.41  0.11
C 3.00 -1.04 -3.47  -0.63
C 3.68 1.08 -2.35  -0.62
C 3.69 -1.09 -1.08  -0.60
C 0.92 2.67 2.79  -0.62
C 1.59 4.45 1.16  -0.63
C 2.94 2.37 1.33  -0.62
H 2.44 -1.98 -3.42  0.21
H 4.05 -1.28 -3.71  0.25
H 2.63 -0.44 -4.32  0.23
H 3.16 1.69 -3.10  0.21
H 4.71 0.88 -2.71  0.25
H 3.73 1.64 -1.41  0.21
H 3.63 -0.63 -0.08  0.22
H 4.75 -1.17 -1.37  0.26
H 3.28 -2.12 -1.02  0.18
H -0.12 3.01 2.81  0.22
H 1.52 3.21 3.54  0.25
H 0.96 1.59 2.99  0.21
H 0.61 4.92 1.32  0.22
H 1.94 4.65 0.13  0.22
H 2.31 4.89 1.87  0.25
H 3.55 2.82 2.13  0.25
H 3.38 2.59 0.34  0.22
H 2.93 1.29 1.48  0.21
C 0.67 0.49 -2.76  -0.43
H -0.33 0.78 -2.32  0.19
H 1.08 1.35 -3.31  0.25
H 0.48 -0.31 -3.50  0.26
C -0.49 3.01 -0.10  -0.43
H -1.12 2.33 -0.70  0.20
H -1.11 3.42 0.72  0.25
H -0.18 3.85 -0.75  0.26
O -1.02 -2.16 -0.97  -0.71
C -1.77 -1.54 -0.16  0.79
O -1.42 -0.38 0.34  -0.74
C -3.04 -2.08 0.29  -0.17
C -3.87 -1.34 1.15  -0.11
C -5.09 -1.87 1.62  0.03
C -5.49 -3.16 1.24  -0.08
C -4.66 -3.90 0.40  0.02
C -3.45 -3.36 -0.08  -0.10
N -5.07 -5.23 0.01  0.49
O -6.14 -5.69 0.46  -0.31
O -4.30 -5.87 -0.74  -0.36
N -5.93 -1.10 2.49  0.49
O -5.56 0.05 2.81  -0.35
O -7.00 -1.60 2.89  -0.31
H -3.59 -0.35 1.47  0.27
H -6.43 -3.57 1.61  0.31
H -2.85 -3.95 -0.77  0.26

Computed properties:
HOMO-LUMO gap (alpha / beta): 6.9 / 6.9 eV
2S+1: 1
F_max: 4.46 eV/Å
HOMO (alpha / beta): -15.5 / -15.5 eV
E: -43074.4449 eV
net charge: +2

---

Record 8
C23H28N4O2 | ωB97M-V/def2-TZVPD

Last column: natural (NBO) charge in e.
CARTESIAN COORDINATES (ANGSTROEM)
C -7.59 -0.42 0.57  -0.25
H -8.45 0.21 0.40  0.20
O -6.49 0.32 0.10  -0.51
C -5.24 -0.23 0.15  0.24
C -4.99 -1.50 0.69  -0.30
C -3.72 -2.03 0.74  -0.17
C -2.64 -1.30 0.26  -0.14
C -2.87 -0.03 -0.27  -0.21
C -4.15 0.52 -0.34  0.33
O -4.18 1.76 -0.89  -0.51
C -5.40 2.42 -1.16  -0.24
H -5.11 3.35 -1.66  0.19
H -6.03 1.84 -1.83  0.18
H -5.95 2.65 -0.25  0.18
H -2.05 0.54 -0.65  0.24
C -1.31 -1.85 0.32  0.18
N -0.30 -1.21 -0.15  -0.49
C 0.95 -1.76 -0.09  0.51
N 1.31 -2.94 0.34  -0.50
C 2.66 -3.00 0.17  0.09
C 3.56 -4.02 0.47  -0.20
C 4.89 -3.80 0.19  -0.24
C 5.33 -2.59 -0.37  -0.22
C 4.46 -1.57 -0.67  -0.27
C 3.12 -1.78 -0.39  0.17
N 2.00 -1.01 -0.57  -0.37
C 1.94 0.34 -1.04  -0.21
H 0.93 0.52 -1.41  0.24
H 2.65 0.46 -1.86  0.20
C 2.25 1.34 0.09  -0.23
N 2.25 2.69 -0.43  -0.46
C 3.54 3.13 -0.93  -0.21
C 4.52 3.52 0.19  -0.42
C 3.90 4.58 1.09  -0.40
C 2.55 4.08 1.61  -0.42
C 1.66 3.69 0.43  -0.21
H 0.69 3.32 0.79  0.20
H 1.47 4.57 -0.18  0.19
H 2.71 3.21 2.25  0.20
H 2.06 4.85 2.21  0.21
H 4.57 4.82 1.91  0.21
H 3.74 5.50 0.51  0.19
H 4.77 2.64 0.78  0.20
H 5.45 3.89 -0.26  0.21
H 3.97 2.34 -1.55  0.19
H 3.36 4.00 -1.56  0.19
H 3.20 1.05 0.56  0.18
H 1.46 1.24 0.85  0.21
H 4.81 -0.64 -1.10  0.21
H 6.39 -2.46 -0.57  0.21
H 5.62 -4.57 0.41  0.21
H 3.22 -4.95 0.89  0.22
H -1.20 -2.84 0.77  0.19
H -3.57 -3.01 1.16  0.21
H -5.81 -2.08 1.07  0.22
H -7.71 -1.36 0.01  0.18
H -7.50 -0.64 1.64  0.18

Computed properties:
HOMO-LUMO gap: 7.5 eV
2S+1: 1
F_max: 1.23 eV/Å
HOMO: -7.6 eV
E: -34360.3748 eV